# 1
DFT (ωB97M-V with the def2-TZVPD basis set) results for the ion C4H12NOSi with charge -1.

The value obtained for the molar mass is 118.2 g/mol. The energy relative to the best compared isomer or geometry (same formula, charge and spin) comes out at 28.0 kcal/mol. The calculation puts the calculated total energy at -579.08448 a.u. The gap between HOMO and LUMO comes out at 0.26003 Eh.

```
! wB97M-V def2-TZVPD RIJCOSX def2/J DEFGRID3
* xyz -1 1
C -1.511 -0.295 -2.046
C 0.063 1.665 0.007
C 2.140 -0.534 0.415
C -0.559 -0.441 1.904
N -0.095 -0.778 -1.565
O -0.316 -1.793 -0.513
Si 0.266 -0.303 0.134
H -1.329 0.555 -2.695
H -1.962 -1.113 -2.607
H -2.146 -0.019 -1.207
H -0.605 2.064 0.768
H 1.020 2.169 0.131
H -0.333 1.972 -0.959
H 2.316 -1.279 1.182
H 2.643 -0.857 -0.488
H 2.600 0.393 0.745
H -0.631 -1.475 2.237
H 0.007 0.108 2.652
H -1.568 -0.038 1.906
*
```


# 2
DFT (ωB97M-V with the def2-TZVPD basis set) results for a structure of composition C4H8O.

The value obtained for the molar mass is 72.1 g/mol. The energy relative to the best compared isomer or geometry (same formula, charge and spin) comes out at 91.7 kcal/mol. The calculation puts the calculated total energy at -232.29943 a.u. The gap between HOMO and LUMO comes out at 0.35521 Eh.

```
! wB97M-V def2-TZVPD RIJCOSX def2/J DEFGRID3
* xyz 0 1
C -1.225 -0.669 -0.093
C 0.023 0.180 0.034
C 1.299 -0.621 0.189
C -0.050 1.525 0.661
O 0.073 1.117 -1.096
H -1.430 -1.146 0.872
H -2.084 -0.047 -0.361
H -1.112 -1.460 -0.842
H 1.269 -1.178 1.132
H 2.168 0.044 0.221
H 1.424 -1.340 -0.629
H -1.112 1.815 0.711
H 0.757 1.780 -0.802
*
```


# 3
DFT (ωB97M-V with the def2-TZVPD basis set) results for a cluster of 3 separate species, C12H23Cl5NO in total.

The value obtained for the molar mass is 374.6 g/mol. The calculation puts the calculated total energy at -2901.89005 a.u. The gap between HOMO and LUMO (alpha / beta) comes out at 0.31496 / 0.36745 Eh.

```
! wB97M-V def2-TZVPD RIJCOSX def2/J DEFGRID3
* xyz 0 2
C 8.594 13.366 -18.532
C 8.620 11.912 -19.029
C 10.111 11.522 -18.823
C 10.275 9.979 -18.934
C 9.408 9.322 -17.855
C 7.934 9.700 -18.001
N 7.781 11.142 -18.111
O 6.616 11.575 -17.916
C 7.304 8.943 -19.180
C 7.332 9.145 -16.712
C 8.390 11.949 -20.547
H 9.276 13.989 -19.116
H 8.936 13.479 -17.499
H 7.637 13.890 -18.535
H 10.792 12.070 -19.473
H 10.408 11.845 -17.821
H 11.361 9.953 -18.789
H 10.215 9.516 -19.921
H 9.796 9.698 -16.907
H 9.507 8.244 -17.975
H 6.313 9.366 -19.369
H 7.881 9.103 -20.091
H 7.094 7.886 -19.026
H 6.238 9.181 -16.690
H 7.523 8.093 -16.499
H 7.634 9.735 -15.844
H 8.416 10.953 -20.994
H 9.150 12.582 -20.996
H 7.400 12.314 -20.829
Cl 20.816 8.571 -21.280
C 19.354 8.305 -22.313
C 19.360 9.157 -23.556
Cl 17.867 8.935 -24.461
H 18.466 8.403 -21.700
H 19.482 7.277 -22.651
H 20.237 9.037 -24.196
H 19.657 10.168 -23.245
C 15.240 7.899 -20.224
Cl 14.696 6.307 -19.722
Cl 16.685 8.356 -19.330
Cl 13.966 9.096 -19.959
H 15.503 7.915 -21.275
*
```


# 4
DFT (ωB97M-V with the def2-TZVPD basis set) results for a structure of composition C3H6O3.

The value obtained for the molar mass is 90.1 g/mol. The energy relative to the best compared isomer or geometry (same formula, charge and spin) comes out at 69.1 kcal/mol. The calculation puts the calculated total energy at -343.54439 a.u. The gap between HOMO and LUMO comes out at 0.38965 Eh.

```
! wB97M-V def2-TZVPD RIJCOSX def2/J DEFGRID3
* xyz 0 1
C -1.393 0.162 -0.396
C 0.621 -1.129 0.502
C 0.087 0.041 -0.305
O -2.156 -0.452 0.276
O 0.828 0.465 -1.345
O 0.114 1.485 0.855
H -1.700 1.127 -0.982
H 0.198 -1.034 1.414
H 0.327 -2.057 -0.047
H 1.735 -1.138 0.592
H 1.740 0.541 -0.832
H -0.401 1.991 0.269
*
```


# 5
DFT (ωB97M-V with the def2-TZVPD basis set) results for an isolated molecule of C7H13N3.

The value obtained for the molar mass is 139.2 g/mol. The energy relative to the best compared isomer or geometry (same formula, charge and spin) comes out at 178.4 kcal/mol. The calculation puts the calculated total energy at -438.50009 a.u. The gap between HOMO and LUMO comes out at 0.35600 Eh.

```
! wB97M-V def2-TZVPD RIJCOSX def2/J DEFGRID3
* xyz 0 1
C 1.549 1.290 0.070
C 0.093 1.288 0.412
C -0.562 0.808 -1.019
C -1.110 -0.658 -1.298
C -1.713 -1.320 -0.055
C -0.472 -1.065 0.918
C -0.379 0.293 1.480
H 2.203 1.525 1.032
H 1.714 2.154 -0.546
H -0.235 2.401 0.803
H -1.562 1.359 -1.266
H 0.299 1.120 -1.872
H -0.389 -1.559 -1.560
H -1.594 -0.677 -2.537
H -2.696 -0.927 0.131
H -2.055 -2.281 -0.369
H -0.548 -1.526 2.052
H 0.305 -1.646 0.200
H -1.527 0.838 1.692
H 0.067 0.586 2.583
N 3.348 -1.646 0.294
N 2.972 -0.662 -0.326
N 2.293 0.306 -0.818
*
```


# 6
DFT (ωB97M-V with the def2-TZVPD basis set) results for a structure of composition C3H6O3Rb.

The value obtained for the molar mass is 175.5 g/mol. The energy relative to the best compared isomer or geometry (same formula, charge and spin) comes out at 18.2 kcal/mol. The calculation puts the calculated total energy at -367.49400 a.u. The gap between HOMO and LUMO comes out at 0.35982 Eh.

```
! wB97M-V def2-TZVPD RIJCOSX def2/J DEFGRID3
* xyz 1 1
H -0.751 2.109 -0.310
O 0.029 -0.446 2.152
C 0.350 0.011 1.086
O 0.044 -0.613 -0.064
Rb -1.483 0.135 -2.668
O 0.688 1.276 0.948
C 0.341 2.051 -0.195
H 0.849 1.658 -1.086
H 0.716 3.060 -0.006
C -0.164 -2.041 0.039
H -0.882 -2.351 0.803
H -0.544 -2.348 -0.941
H 0.808 -2.501 0.242
*
```